ORCA calculation (the ωB97M-V functional and the def2-TZVPD basis) on 13 unconnected molecules or ions with the total composition C21H72N14O13 at a distorted geometry.

Results
Net charge: -1
HOMO energy (alpha / beta): 0.433 / -6.686 eV
Total energy: -2587.984466 hartree
F_max: 8.72 eV/A
2S+1: 2
Relative energy (zero: lowest compared OMol25 entry of this formula, charge and spin): 13.7 kcal per mole
Frontier orbital gap (alpha / beta): 1.33 / 8.37 eV

Geometry (Å):
C1 -38.1162 -11.7425 -22.7737
O1 -36.9496 -11.4603 -23.0116
N1 -38.5729 -11.7408 -21.5001
N2 -38.9770 -12.1545 -23.6973
H1 -39.5430 -11.8809 -21.2563
H2 -37.8971 -11.6155 -20.7601
H3 -39.9540 -12.2211 -23.4501
H4 -38.8702 -11.9998 -24.6897
C2 -31.2060 -6.7705 -20.4807
O2 -30.7864 -5.7148 -20.1554
N3 -30.5899 -7.6974 -21.0796
N4 -32.4782 -7.2062 -20.2894
H5 -31.0562 -8.5868 -20.9714
H6 -29.5830 -7.6194 -21.0897
H7 -33.2243 -6.5675 -20.0542
H8 -32.7337 -8.1363 -20.5889
C3 -37.8288 -14.4125 -18.6021
O3 -37.2760 -15.2168 -19.3219
N5 -37.4860 -14.2491 -17.3711
N6 -38.8965 -13.6917 -18.8481
H9 -38.0438 -13.5999 -16.8350
H10 -36.6301 -14.6637 -17.0309
H11 -39.3675 -13.2215 -18.0884
H12 -39.1818 -13.6078 -19.8134
C4 -35.1088 -11.4593 -18.9622
O4 -36.1222 -11.1459 -19.5735
N7 -35.2089 -12.1795 -17.9598
N8 -33.8299 -11.0196 -19.1613
H13 -34.3811 -12.4824 -17.4669
H14 -36.1009 -12.6239 -17.7960
H15 -33.0628 -11.4186 -18.6393
H16 -33.6363 -10.4981 -20.0044
C5 -32.4830 -13.2850 -15.4760
O5 -32.8318 -12.7160 -16.4276
N9 -33.4326 -13.7637 -14.7765
N10 -31.3304 -13.6958 -15.0435
H17 -33.0800 -14.4939 -14.1744
H18 -34.4156 -13.6926 -14.9972
H19 -30.4771 -13.3067 -15.4185
H20 -31.1491 -13.9723 -14.0892
C6 -32.9220 -9.6810 -15.1102
C7 -33.8515 -8.9680 -16.0797
C8 -35.2086 -8.6734 -15.2863
O6 -35.6159 -9.7658 -14.4653
C9 -36.4904 -9.3334 -13.4516
N11 -33.3299 -7.7250 -16.6346
H21 -33.1112 -10.6679 -14.6881
H22 -32.7183 -9.2046 -14.1512
H23 -31.9345 -9.7585 -15.5651
H24 -34.0294 -9.5851 -16.9604
H25 -35.8867 -8.5110 -16.1240
H26 -35.2302 -7.6404 -14.9391
H27 -36.6484 -10.1457 -12.7421
H28 -37.3889 -8.8820 -13.8725
H29 -36.0058 -8.5574 -12.8591
H30 -32.7091 -7.9893 -17.3862
H31 -32.7424 -7.4695 -15.8538
C10 -34.3091 -14.9414 -18.8615
C11 -33.6503 -16.3370 -18.9637
C12 -34.5568 -17.5084 -18.5353
O7 -33.8883 -18.7215 -18.7476
C13 -34.8239 -19.7762 -18.7352
N12 -33.2612 -16.4320 -20.4056
H32 -34.8600 -14.5873 -19.7328
H33 -33.5750 -14.1470 -18.7261
H34 -34.9561 -14.8423 -17.9899
H35 -32.7253 -16.2702 -18.3910
H36 -35.4912 -17.5387 -19.0956
H37 -34.7565 -17.3963 -17.4697
H38 -35.7512 -19.6880 -19.3013
H39 -35.0341 -20.0690 -17.7065
H40 -34.2999 -20.6983 -18.9869
H41 -32.4086 -15.8963 -20.4851
H42 -32.9336 -17.3635 -20.6180
C14 -31.0721 -12.2885 -23.7114
C15 -31.3957 -13.2097 -22.4781
C16 -30.1760 -13.7988 -21.7787
O8 -30.7437 -14.7347 -20.8543
C17 -29.7587 -15.5908 -20.1862
N13 -32.1956 -12.5412 -21.4717
H43 -30.6744 -12.8226 -24.5744
H44 -30.3407 -11.5438 -23.3976
H45 -31.9317 -11.7803 -24.1484
H46 -31.9410 -14.0576 -22.8926
H47 -29.4802 -13.0240 -21.4565
H48 -29.7240 -14.4060 -22.5630
H49 -29.0362 -15.0119 -19.6107
H50 -29.1912 -16.1257 -20.9477
H51 -30.3345 -16.2713 -19.5589
H52 -33.0692 -12.4296 -21.9662
H53 -32.3786 -13.2510 -20.7768
C18 -38.3862 -9.9953 -18.6199
C19 -39.5223 -9.8262 -17.6967
C20 -39.4377 -10.6522 -16.3936
O9 -39.8499 -12.0417 -16.5659
C21 -41.1910 -12.3444 -16.9525
N14 -39.6611 -8.3936 -17.4738
H54 -38.4128 -10.9555 -19.1351
H55 -37.5541 -9.8553 -17.9298
H56 -38.2626 -9.2456 -19.4015
H57 -40.3853 -10.2533 -18.2075
H58 -40.1813 -10.2828 -15.6874
H59 -38.4736 -10.5471 -15.8961
H60 -41.3667 -13.3551 -16.5842
H61 -41.1313 -12.4248 -18.0379
H62 -41.9744 -11.6027 -16.7972
H63 -40.3133 -8.1962 -16.7284
H64 -40.1319 -8.1575 -18.3356
O10 -36.6109 -12.4699 -15.1197
H65 -35.7948 -12.0675 -15.4169
H66 -37.1116 -11.7466 -14.7424
O11 -32.3527 -9.8951 -21.1860
H67 -33.1039 -9.9089 -21.7791
H68 -32.0689 -10.8080 -21.1370
O12 -34.6555 -9.9378 -22.3579
H69 -35.3685 -10.3161 -22.8724
H70 -35.0891 -9.3346 -21.7542
O13 -35.9915 -8.0427 -20.5347
H71 -36.8802 -8.3891 -20.4549
H72 -35.9270 -7.3854 -19.8418

Results of the Löwdin charge analysis, in e, for atoms 1 through 8: C -0.687; O 0.030; N 0.168; N 0.156; H 0.091; H 0.054; H 0.094; H 0.112